1.
One molecule with the formula C6H3F2I2NO2, computed with wB97M-V/def2-TZVPD.

Element x y z (Å)
O: -1.95 -0.25 -2.49
N: -1.51 -1.18 -1.88
O: -1.00 -2.17 -2.31
C: -1.53 -1.04 -0.34
F: -1.59 -2.31 0.13
C: -0.20 -0.41 0.06
C: -0.20 1.08 -0.08
C: -1.34 1.78 -0.04
I: -1.38 3.87 -0.18
C: -2.61 1.10 0.12
F: -3.68 1.85 0.39
C: -2.72 -0.23 0.05
I: -4.55 -1.23 0.27
H: 0.61 -0.85 -0.53
H: -0.01 -0.67 1.11
H: 0.75 1.57 -0.16

Computed properties:
* relative energy (zero: lowest compared OMol25 entry of this formula, charge and spin): 0.0 kJ/mol
* gap between HOMO and LUMO: 0.31937 Ha
* E: -1230.66374 Eh
* SMILES: O=[N+]([O-])[C@@]1(F)CC=C(I)C(F)=C1I
* lowest unoccupied orbital energy: -0.4 eV
* HOMO level: -9.08 eV
* 2S+1: 1



2.
A 2-piece molecular cluster, C6H3F8N overall, computed with wB97M-V/def2-TZVPD.

Element x y z (Å)
F: 4.24 -2.55 -0.64
C: 4.39 -1.25 -0.69
F: 4.86 -0.85 -1.80
C: 4.00 -0.39 0.25
C: 3.54 -0.88 1.67
F: 2.33 -0.18 1.98
F: 3.32 -2.18 1.69
F: 4.36 -0.57 2.66
C: 4.01 1.12 0.04
F: 4.10 1.72 1.21
F: 5.02 1.54 -0.76
F: 2.85 1.47 -0.52
C: -0.46 0.62 -0.94
C: 0.51 0.06 -1.85
N: 1.32 -0.36 -2.54
H: -0.82 1.68 -1.02
H: -0.02 0.55 0.11
H: -1.49 0.06 -1.03

Computed properties:
* relative energy (zero: lowest compared OMol25 entry of this formula, charge and spin): 52.1 kJ/mol
* gap between HOMO and LUMO: 0.43437 Ha
* E: -1084.09570 Eh
* SMILES: FC(F)=C(C(F)(F)F)C(F)(F)F.CC#N
* lowest unoccupied orbital energy: 0.7 eV
* HOMO level: -11.15 eV
* 2S+1: 1



3.
One molecule with the formula C6H3N, computed with wB97M-V/def2-TZVPD.

Element x y z (Å)
C: -2.62 0.16 0.00
C: -1.14 -0.33 -0.04
C: 0.11 -0.49 0.11
C: 1.38 -0.23 0.03
C: 2.54 -0.13 -0.18
C: 3.91 -0.13 -0.11
N: 5.04 0.12 0.13
H: -2.64 1.40 -0.15
H: -3.39 -0.32 -0.65
H: -3.19 -0.04 0.86

Computed properties:
* relative energy (zero: lowest compared OMol25 entry of this formula, charge and spin): 49.1 kJ/mol
* gap between HOMO and LUMO: 0.33917 Ha
* E: -284.99897 Eh
* SMILES: CC#CC#CC#N
* lowest unoccupied orbital energy: -0.4 eV
* HOMO level: -9.64 eV
* 2S+1: 1



4.
C6H3N5 as an isolated structure, computed with wB97M-V/def2-TZVPD.

Element x y z (Å)
C: 2.45 -1.18 0.23
C: 1.17 -0.88 -0.29
C: -0.20 -0.65 -2.12
C: -0.69 0.53 -0.24
C: -0.95 0.91 1.74
C: 0.45 -0.09 0.46
H: -0.37 -0.93 -3.13
H: -2.47 1.80 0.51
H: -1.07 1.58 2.55
N: 3.26 -1.54 1.00
N: 0.85 -1.26 -1.57
N: -1.05 0.23 -1.42
N: -1.51 1.17 0.52
N: 0.15 0.33 1.77

Computed properties:
* relative energy (zero: lowest compared OMol25 entry of this formula, charge and spin): 199.4 kJ/mol
* gap between HOMO and LUMO: 0.33699 Ha
* E: -504.13809 Eh
* lowest unoccupied orbital energy: -0.6 eV
* HOMO level: -9.74 eV
* 2S+1: 1



5.
C6H3N5O5Pr as an isolated structure, computed with wB97M-V/def2-TZVPD.

Element x y z (Å)
O: -0.13 4.12 -2.19
C: -0.09 2.99 -2.07
Pr: 0.05 -0.05 -1.08
O: -0.17 -0.05 -4.91
C: -0.09 -0.09 -3.76
C: 0.02 -2.70 -1.91
O: -0.01 -3.80 -2.29
C: -2.42 0.00 -1.97
O: -3.52 0.09 -2.31
C: 2.64 -0.09 -1.93
O: 3.75 -0.02 -2.23
N: 0.88 0.98 4.10
N: 0.30 0.19 3.10
N: -0.77 -0.58 3.40
C: -1.17 -0.96 2.19
N: -0.43 -0.42 1.19
N: 0.52 0.36 1.80
H: 1.86 1.14 3.86
H: 0.74 0.52 5.00
H: -1.97 -1.64 2.01

Computed properties:
* relative energy (zero: lowest compared OMol25 entry of this formula, charge and spin): 0.0 kJ/mol
* gap between HOMO and LUMO (alpha / beta): 0.24212 / 0.26286 Ha
* E: -1396.23037 Eh
* lowest unoccupied orbital energy (alpha / beta): -14.0 / -13.4 eV
* net charge: +3
* HOMO level (alpha / beta): -20.54 / -20.55 eV
* 2S+1: 3



6.
One molecule with the formula C6H4, computed with wB97M-V/def2-TZVPD.

Element x y z (Å)
C: 0.79 0.64 -2.28
C: 0.63 0.35 -1.10
C: 0.25 -0.24 0.16
C: 1.05 -1.28 0.66
C: -0.91 0.27 0.96
C: -2.02 0.52 1.51
H: 1.09 0.79 -3.34
H: 1.96 -1.68 0.07
H: 1.01 -1.59 1.75
H: -2.80 0.96 2.08

Computed properties:
* relative energy (zero: lowest compared OMol25 entry of this formula, charge and spin): 99.4 kJ/mol
* gap between HOMO and LUMO: 0.33206 Ha
* E: -230.83884 Eh
* SMILES: C#CC(=C)C#C
* lowest unoccupied orbital energy: 0.0 eV
* HOMO level: -9.03 eV
* 2S+1: 1



7.
C6H4 as an isolated structure, computed with wB97M-V/def2-TZVPD.

Element x y z (Å)
C: 0.08 0.72 0.57
C: 1.88 0.98 -0.27
C: 1.36 -0.18 0.09
C: -0.51 -0.72 0.37
C: -1.10 0.44 -0.33
C: 0.62 -1.37 -0.09
H: 0.14 1.23 1.51
H: -2.12 0.76 0.00
H: -1.01 0.53 -1.37
H: 0.67 -2.38 -0.48

Computed properties:
* relative energy (zero: lowest compared OMol25 entry of this formula, charge and spin): 418.1 kJ/mol
* gap between HOMO and LUMO (alpha / beta): 0.31085 / 0.31082 Ha
* E: -230.71747 Eh
* lowest unoccupied orbital energy (alpha / beta): -0.5 / -0.5 eV
* HOMO level (alpha / beta): -8.94 / -8.94 eV
* 2S+1: 1



8.
One molecule with the formula C6H4, computed with wB97M-V/def2-TZVPD.

Element x y z (Å)
C: -2.36 -1.14 -0.91
C: -1.25 -0.84 -0.53
C: 0.69 0.61 -0.17
C: 0.03 -0.55 0.09
C: 1.83 1.04 0.75
C: 0.97 0.86 1.68
H: -3.41 -1.29 -0.95
H: 0.52 1.46 -0.91
H: 0.23 -1.43 0.69
H: 2.75 1.27 0.27

Computed properties:
* relative energy (zero: lowest compared OMol25 entry of this formula, charge and spin): 284.5 kJ/mol
* gap between HOMO and LUMO: 0.33452 Ha
* E: -230.76834 Eh
* lowest unoccupied orbital energy: -0.1 eV
* HOMO level: -9.19 eV
* 2S+1: 1